{
  "formula": "C73H91Cl18N11",
  "method": "ωB97M-V/def2-TZVPD",
  "total_charge": 0,
  "e_tot_ev": -318969.7412,
  "e_homo_ev": -9.27,
  "gap_ev": 9.49,
  "species": ["Cl", "C", "C", "Cl", "H", "H", "H", "H", "Cl", "C", "C", "Cl", "H", "H", "H", "H", "Cl", "C", "C", "Cl", "H", "H", "H", "H", "Cl", "C", "C", "Cl", "H", "H", "H", "H", "Cl", "C", "C", "Cl", "H", "H", "H", "H", "Cl", "C", "C", "Cl", "H", "H", "H", "H", "Cl", "C", "C", "Cl", "H", "H", "H", "H", "Cl", "C", "C", "Cl", "H", "H", "H", "H", "Cl", "C", "C", "Cl", "H", "H", "H", "H", "N", "C", "C", "C", "C", "C", "H", "H", "H", "H", "H", "N", "C", "C", "C", "C", "C", "H", "H", "H", "H", "H", "N", "C", "C", "C", "C", "C", "H", "H", "H", "H", "H", "N", "C", "C", "C", "C", "C", "H", "H", "H", "H", "H", "N", "C", "C", "C", "C", "C", "H", "H", "H", "H", "H", "N", "C", "C", "C", "C", "C", "H", "H", "H", "H", "H", "N", "C", "C", "C", "C", "C", "H", "H", "H", "H", "H", "N", "C", "C", "C", "C", "C", "H", "H", "H", "H", "H", "N", "C", "C", "C", "C", "C", "H", "H", "H", "H", "H", "N", "C", "C", "C", "C", "C", "H", "H", "H", "H", "H", "N", "C", "C", "C", "C", "C", "H", "H", "H", "H", "H"],
  "xyz": [[1.4583, -5.4702, -0.2221], [0.9184, -4.7216, -1.6922], [1.7238, -5.2958, -2.9558], [1.2537, -6.9939, -3.3799], [1.0161, -3.6402, -1.5969], [-0.1654, -4.8241, -1.7467], [2.7943, -5.2636, -2.7528], [1.5203, -4.5959, -3.7662], [1.7327, 0.1137, 3.7538], [0.8543, -1.3381, 4.1364], [1.6965, -2.6028, 4.1859], [2.1826, -2.9167, 2.5035], [-0.0018, -1.4548, 3.4720], [0.3113, -1.1581, 5.0642], [1.1433, -3.4938, 4.4830], [2.6166, -2.5891, 4.7702], [1.8899, -0.7051, -1.0760], [0.2650, -1.0224, -0.3872], [-0.0103, 0.0277, 0.7810], [-1.6469, 0.0258, 1.4559], [0.2841, -2.0654, -0.0711], [-0.4907, -0.9695, -1.1709], [0.2666, 1.0333, 0.4644], [0.6569, -0.2756, 1.5877], [3.6869, -2.6771, -4.0728], [5.0450, -3.4252, -4.9989], [4.6572, -3.3845, -6.5035], [4.8048, -1.7457, -7.0218], [5.2726, -4.4549, -4.7232], [5.9711, -2.8816, -4.8119], [3.6328, -3.7453, -6.5958], [5.3516, -4.0058, -7.0691], [-6.9599, -4.0306, 3.4534], [-7.8646, -2.5994, 2.8846], [-7.1171, -1.9012, 1.7457], [-6.9806, -3.0564, 0.3493], [-8.1106, -2.0025, 3.7628], [-8.7824, -2.9670, 2.4257], [-6.1335, -1.5675, 2.0760], [-7.5655, -0.9543, 1.4452], [-1.0438, -2.9951, -3.7295], [-0.0079, -1.7127, -4.4442], [-0.2468, -1.4972, -6.0091], [0.3163, -2.9970, -6.8056], [1.0205, -1.9800, -4.2012], [-0.3067, -0.7804, -3.9649], [0.3484, -0.6739, -6.4041], [-1.2783, -1.3219, -6.3148], [4.2576, 2.5788, -3.0634], [3.0691, 2.8134, -4.3702], [3.2662, 1.8697, -5.4775], [2.6791, 0.3020, -4.9109], [3.2389, 3.7842, -4.8358], [2.0908, 2.8008, -3.8898], [4.3421, 1.8151, -5.6430], [2.7721, 2.1496, -6.4080], [-6.1633, 0.4275, -2.9538], [-5.3246, -1.0012, -2.1353], [-3.8841, -1.1076, -2.4972], [-2.8950, 0.1790, -1.8152], [-5.8536, -1.9180, -2.3955], [-5.4659, -0.8992, -1.0593], [-3.7514, -1.1154, -3.5791], [-3.4651, -2.0479, -2.1388], [-1.3871, 3.3513, -1.2041], [-1.5661, 4.5652, -2.5553], [-2.2585, 5.9517, -2.1844], [-2.2155, 6.9570, -3.6328], [-2.2017, 4.1654, -3.3454], [-0.6119, 4.7456, -3.0502], [-1.7445, 6.5062, -1.3993], [-3.2960, 5.8325, -1.8723], [-1.4219, 2.1188, -4.9205], [-0.4726, 2.5650, -5.7804], [-0.5173, 2.3008, -7.1997], [-1.5628, 1.5361, -7.7203], [-2.6223, 1.1136, -6.8743], [-2.4491, 1.4029, -5.5065], [0.3367, 3.1849, -5.4237], [0.2634, 2.5835, -7.8904], [-1.6569, 1.3092, -8.7720], [-3.4804, 0.5966, -7.2778], [-3.2106, 1.1356, -4.7888], [3.8858, 1.7687, 7.9545], [3.6806, 1.8052, 6.6067], [2.9909, 2.8526, 5.9016], [2.6512, 3.9581, 6.6806], [2.7562, 3.9444, 8.0937], [3.3450, 2.8323, 8.6681], [4.0541, 0.8993, 6.1525], [2.7412, 2.8047, 4.8520], [2.1294, 4.7976, 6.2454], [2.3326, 4.7322, 8.6989], [3.3405, 2.8431, 9.7481], [6.1519, -5.1418, -2.3703], [6.0875, -3.8721, -1.9423], [5.5590, -3.4976, -0.6763], [4.8344, -4.4383, 0.0663], [4.7123, -5.7029, -0.4944], [5.4817, -6.0635, -1.6369], [6.5927, -3.1794, -2.5990], [5.6391, -2.4481, -0.4343], [4.3419, -4.1443, 0.9814], [4.0734, -6.4308, -0.0166], [5.4540, -7.0843, -1.9884], [-2.4576, 4.8031, 2.8679], [-2.7629, 3.5510, 3.2540], [-1.8751, 2.7678, 3.9294], [-0.5794, 3.2682, 4.0991], [-0.2559, 4.5554, 3.6601], [-1.2128, 5.2843, 3.0304], [-3.7505, 3.1151, 3.2215], [-2.0022, 1.7274, 4.1895], [0.2031, 2.6255, 4.4748], [0.7304, 4.9138, 3.9153], [-1.0047, 6.2562, 2.6079], [-0.9023, -4.6717, 3.0368], [-2.0302, -5.1029, 3.6824], [-3.3317, -4.6571, 3.3944], [-3.4838, -3.8453, 2.3329], [-2.3522, -3.3270, 1.6275], [-1.0742, -3.8023, 2.0015], [-1.9253, -5.7503, 4.5405], [-4.2112, -5.0136, 3.9099], [-4.5000, -3.6038, 2.0582], [-2.4161, -2.5569, 0.8730], [-0.1656, -3.4545, 1.5325], [-7.2831, 5.7122, 0.6296], [-7.2865, 5.3588, -0.6789], [-6.5118, 4.3209, -1.1857], [-5.6980, 3.5831, -0.3595], [-5.6597, 3.9361, 0.9663], [-6.4945, 4.9395, 1.4486], [-7.9404, 5.9066, -1.3412], [-6.5668, 4.0718, -2.2352], [-5.1598, 2.7439, -0.7747], [-5.1268, 3.4224, 1.7527], [-6.3243, 5.3560, 2.4304], [-5.8828, 0.3776, 3.5303], [-6.6691, 0.2562, 4.6276], [-6.1586, -0.3311, 5.8020], [-4.8166, -0.7591, 5.8919], [-4.0111, -0.5340, 4.7882], [-4.5915, 0.0167, 3.6382], [-7.7048, 0.5279, 4.4866], [-6.7596, -0.3913, 6.6972], [-4.4343, -1.2736, 6.7611], [-3.0026, -0.8951, 4.6502], [-4.1030, 0.2412, 2.7015], [2.1728, 7.2112, 1.2408], [1.6599, 6.1172, 0.6336], [1.0851, 6.2207, -0.6521], [1.0771, 7.4432, -1.3308], [1.6185, 8.5469, -0.6896], [2.1719, 8.3976, 0.5496], [1.8452, 5.1626, 1.1036], [0.5919, 5.3592, -1.0777], [0.6401, 7.4945, -2.3170], [1.5708, 9.5290, -1.1364], [2.5019, 9.2614, 1.1076], [3.3441, 3.5665, 2.1430], [3.6577, 2.2537, 1.7503], [4.8534, 1.6561, 2.0218], [5.7932, 2.3628, 2.7984], [5.5128, 3.6977, 3.1553], [4.3117, 4.2499, 2.7653], [2.8271, 1.7694, 1.2585], [5.0116, 0.6010, 1.8536], [6.6922, 1.8441, 3.0970], [6.2208, 4.2622, 3.7440], [3.9139, 5.1985, 3.0946], [7.2182, -0.5571, -3.5146], [6.1055, -0.3026, -2.7913], [6.0632, 0.0147, -1.3823], [7.3477, 0.1646, -0.7577], [8.4990, 0.0747, -1.5337], [8.3602, -0.3183, -2.8970], [5.1815, -0.4799, -3.3216], [5.1319, 0.2601, -0.8936], [7.4283, 0.4030, 0.2926], [9.4822, 0.3113, -1.1544], [9.2704, -0.3957, -3.4731], [-3.9479, -9.0507, 1.1366], [-4.0754, -7.7124, 0.9103], [-3.0194, -6.8920, 0.4896], [-1.7334, -7.4741, 0.3017], [-1.5789, -8.8048, 0.5718], [-2.6698, -9.5544, 1.0407], [-5.0764, -7.3156, 0.8267], [-3.1208, -5.8171, 0.4617], [-0.8915, -6.8805, -0.0227], [-0.5716, -9.1940, 0.5565], [-2.5834, -10.5881, 1.3412]],
  "forces_ev_per_angstrom": [[0.1060, -0.3630, 1.0342], [0.2491, -0.2589, -1.8065], [-1.1844, 0.9788, 1.4184], [0.1594, 0.9308, 0.2291], [0.7074, 0.0028, -0.2148], [0.1101, -0.6099, -0.3612], [-0.1474, -0.1923, 0.1005], [-0.1294, -0.5115, -0.2979], [0.5840, 0.5922, -0.0743], [-1.2561, -0.8803, 1.2376], [-0.0528, -0.0659, -0.4304], [0.5662, -0.2654, -0.5258], [0.3868, -0.1179, -0.6371], [0.5222, -0.0478, 0.4838], [-0.3730, 0.2999, 0.0378], [-0.1933, 0.5401, 0.0584], [-0.2607, 0.0575, 0.0370], [-0.8045, 0.7611, 0.6390], [1.3994, -1.4564, -0.8761], [-0.0573, -0.0152, -0.1384], [0.0000, 0.2292, 0.4809], [0.2165, 0.3290, -0.0918], [-0.2734, -0.0835, -0.1145], [-0.1042, 0.2653, -0.1030], [0.6443, -0.5921, 0.1685], [-0.0363, -0.3746, -1.2482], [0.4689, -0.8820, 1.7975], [-0.0977, 1.2289, -0.9155], [-0.6560, -0.0167, 0.4781], [-0.2916, 0.3914, -0.0004], [0.0884, 0.1000, -0.2744], [-0.1087, 0.0183, -0.0205], [-0.0257, 0.0657, 0.1811], [-0.3222, -0.1524, -1.0118], [0.4855, 0.1219, 0.7328], [0.0121, 0.7201, 0.4472], [0.3047, 0.2185, -0.3052], [-0.1151, -0.1356, 0.3871], [0.1821, -0.5842, -0.2340], [-0.5456, -0.3675, -0.2588], [-0.0132, 0.1876, -0.3241], [-0.8332, 1.0252, -1.5008], [0.5989, -0.9471, 1.4470], [-0.0187, 0.0124, -0.3504], [-0.1283, 0.1450, -0.2906], [0.1969, -0.0276, 0.2165], [0.1544, -0.0684, 0.3724], [0.0066, -0.2094, 0.4745], [-0.0111, 0.0720, -0.0362], [-0.1914, 1.7285, 0.2851], [0.3721, -0.9005, -0.0072], [-0.1080, -0.5695, -0.3755], [0.0500, 0.4118, 0.5422], [0.0212, -0.1485, -0.2633], [-0.0622, -0.3145, -0.2854], [-0.1731, -0.0017, 0.1986], [0.5822, -0.9379, 0.5062], [-0.8153, 0.3431, 0.2700], [0.2134, -0.4949, -0.5904], [0.1409, 0.4790, -0.0172], [-0.0560, 0.2079, -0.3854], [0.0412, 0.3391, -0.1116], [0.0170, 0.1328, 0.0248], [-0.1778, -0.0293, 0.1310], [-0.1967, 0.9890, -0.7541], [-1.1025, 1.1459, -0.1607], [0.8167, -1.3664, 0.7778], [-0.0107, 0.1639, -0.3934], [0.0423, -0.5565, 0.3325], [0.1879, -0.0315, 0.5197], [0.1214, -0.2276, -0.0502], [0.0959, -0.2157, -0.1570], [0.1092, -0.3869, -2.3338], [-1.2997, -0.8969, -1.6461], [-0.5574, -0.7934, 1.2659], [-0.9685, 0.2087, 0.9554], [2.0541, 0.9614, 0.7748], [0.3252, 0.7649, 0.1615], [0.0038, -0.0271, 0.4285], [0.1958, 0.3644, 0.2611], [0.3259, 0.0812, -0.1515], [-0.0433, -0.0631, 0.2378], [-0.1588, -0.2330, 0.0623], [-1.4567, 2.0703, -0.4024], [-0.5265, 0.6085, 1.2210], [1.0489, -0.4302, 2.0308], [-0.8012, -0.2847, 0.4541], [0.4350, -0.9633, -1.5164], [0.3804, -0.5657, -1.0573], [-0.0467, 0.1062, -0.5897], [0.2780, -0.0627, -0.0856], [0.0544, 0.1174, -0.2887], [0.1365, 0.0804, -0.0178], [0.4889, -0.6746, 0.1656], [-0.8774, -0.5002, 0.6366], [0.2702, -0.8620, 1.3879], [-0.0694, -0.3435, -1.4706], [0.5376, 0.6186, -1.2502], [1.0494, -0.6377, -0.3888], [-0.8721, 1.6778, 0.6850], [-0.0522, 0.4196, 0.1799], [-0.0510, -0.0338, 0.3846], [-0.0768, -0.1473, 0.0649], [0.1666, -0.1953, -0.0284], [0.1670, -0.0567, -0.1404], [-0.6148, -0.3236, -0.6365], [0.1495, 1.0010, 0.8735], [2.6436, -0.4314, -0.0657], [-0.2637, 0.1946, -0.4214], [0.8499, -1.4326, 1.2650], [-1.5361, -0.2673, -0.3616], [-0.5061, 0.6753, -0.7017], [-0.6450, 0.0085, 0.0880], [0.0103, 0.0206, 0.3718], [0.1385, 0.2983, -0.4807], [-0.1041, 0.2024, 0.0832], [-1.6340, -0.2054, 0.0459], [0.6514, 1.2139, -0.3628], [1.2411, -1.3291, 0.3870], [0.5817, 1.9068, -1.9356], [0.2970, -1.1693, 1.1080], [-1.6540, -0.2944, 1.1006], [0.5049, -0.2390, -0.0485], [0.1592, -0.1533, 0.2500], [-0.0186, 0.4210, -0.2731], [-0.2823, -0.1830, -0.1834], [-0.0238, -0.0481, -0.0863], [0.6755, -1.3675, -0.1670], [0.2507, -0.1384, 1.3115], [-0.3988, 0.2452, -0.4612], [-0.0135, -0.2209, -0.1546], [-0.7651, -0.0880, 1.4933], [0.1161, 1.9072, -2.0958], [-0.0645, 0.2202, 0.0362], [-0.0611, 0.0520, -0.1299], [0.2829, -0.0405, 0.1273], [0.4280, -0.2511, -0.4514], [-0.4408, -0.3494, 0.3611], [-0.2530, 0.0752, 1.1069], [1.8361, -1.0725, -0.1615], [0.2592, 0.4538, 0.0968], [-0.7334, 0.5009, -0.8918], [-0.2858, -0.2327, -1.2675], [-1.3371, 0.5756, 0.1334], [-0.0850, 0.1660, 0.2864], [-0.2982, -0.1631, -0.0805], [-0.0851, 0.1227, 0.1402], [0.2244, 0.0395, 0.5245], [0.8159, -0.3678, 0.1332], [0.1586, 0.2402, -0.9453], [0.5574, 1.8517, -0.9982], [0.0375, 0.2437, 0.3475], [-0.0451, -0.9766, 0.7335], [-0.1505, 0.2240, -0.7519], [-0.7093, -1.6062, 1.6603], [-0.3982, -0.0858, 0.2947], [0.2080, -0.1654, -0.1030], [-0.0889, 0.1786, -0.0708], [0.1395, 0.0467, -0.1375], [0.3005, 0.0077, 0.0320], [1.2293, -2.3731, -0.9002], [-1.2766, 2.8538, 0.5541], [0.6519, 0.0553, 1.2505], [-0.8526, 0.8516, -0.4556], [1.0382, -1.3141, -0.2366], [-1.8371, -0.5996, 0.1166], [0.1153, -0.2922, -0.1436], [-0.0129, -0.0589, -0.3925], [0.1571, 0.2290, 0.1458], [-0.0026, 0.0691, 0.0243], [0.7099, 0.5337, 0.0401], [-0.7424, 0.5558, 0.8225], [-0.1231, -0.4362, 1.7247], [2.5399, 0.0318, -1.9966], [-1.2252, 0.1112, -0.8844], [-0.9898, -0.5364, -1.2038], [0.7603, 0.6124, 1.4442], [-0.1928, 0.2086, -0.0179], [-0.0356, -0.2626, 0.0873], [-0.0857, 0.0973, 0.1183], [-0.0034, -0.1719, 0.1492], [0.0665, -0.1932, -0.2537], [1.8251, 0.7778, -0.1034], [0.9207, -0.9788, -1.2633], [1.1635, -0.9747, 0.5957], [-1.7780, 1.1457, 0.1605], [-0.1769, -0.7345, 0.8269], [-1.5595, 1.2375, -0.2167], [-0.2560, -0.0228, 0.6425], [-0.2438, 0.0200, -0.3994], [0.0199, 0.1019, 0.0449], [-0.0687, -0.4649, -0.1867], [0.1558, -0.1051, -0.1036]]
}